1.
Formula: C13H30BNO9S3Si
Source: OMol25
Level of theory: ωB97M-V/def2-TZVPD

The geometry in XYZ format:
```
58
Properties=species:S:1:pos:R:3:nbo_charge:R:1
C 0.619 -2.804 0.897 -0.130
C 0.595 -1.749 0.312 -0.579
Si 0.589 -0.127 -0.581 1.885
C -1.125 0.131 -1.299 -0.884
C -2.109 0.547 -0.165 -0.506
C -3.230 -0.470 -0.044 0.703
N -3.003 -1.530 0.861 -0.848
O -4.247 -0.400 -0.692 -0.598
C 1.833 -0.278 -1.975 -1.012
C 3.282 -0.348 -1.559 0.796
O 4.072 0.509 -1.852 -0.580
O 3.688 -1.424 -0.855 -0.689
O 0.901 1.158 0.424 -1.063
B 1.616 0.970 1.600 1.283
O 1.111 0.264 2.672 -0.930
O 2.851 1.581 1.715 -0.898
H 0.488 -3.697 1.464 0.230
H -1.032 0.956 -2.002 0.274
H -1.415 -0.792 -1.798 0.244
H -1.621 0.629 0.811 0.219
H -2.527 1.529 -0.373 0.245
H -2.125 -1.408 1.351 0.377
H -2.975 -2.416 0.369 0.387
H 1.684 0.530 -2.687 0.279
H 1.575 -1.212 -2.488 0.261
H 2.947 -1.899 -0.443 0.510
H 1.681 -0.476 2.911 0.510
H 2.848 2.348 1.128 0.498
C -4.417 0.785 -3.715 -0.831
S -3.177 0.787 -5.012 1.249
O -1.847 0.802 -4.342 -1.001
C -3.491 2.465 -5.575 -0.830
H -4.362 -0.165 -3.191 0.261
H -4.216 1.593 -3.013 0.235
H -5.405 0.901 -4.163 0.224
H -3.351 3.158 -4.745 0.231
H -4.508 2.531 -5.962 0.226
H -2.782 2.690 -6.368 0.238
C 4.454 -5.220 2.701 -0.829
S 4.496 -4.291 1.164 1.275
O 3.481 -3.210 1.295 -1.007
C 3.761 -5.574 0.145 -0.832
H 4.834 -4.575 3.490 0.244
H 3.428 -5.512 2.925 0.227
H 5.092 -6.099 2.609 0.230
H 2.781 -5.842 0.543 0.225
H 4.418 -6.444 0.127 0.232
H 3.654 -5.177 -0.863 0.245
C -1.601 5.794 3.122 -0.831
S -0.644 4.423 2.460 1.252
O -1.607 3.496 1.810 -0.987
C -0.215 3.703 4.050 -0.834
H -2.003 6.355 2.282 0.240
H -2.417 5.406 3.732 0.231
H -0.950 6.437 3.715 0.226
H -1.127 3.461 4.597 0.230
H 0.396 4.408 4.614 0.226
H 0.354 2.793 3.863 0.251
```

Results
Gap between HOMO and LUMO   9.214 eV
Electronic energy   -74947.5772 eV
Lowest unoccupied orbital energy   0.412 eV
Charge   0
F_max   1.34 eV Å⁻¹

=====

2.
Formula: C3H9NO2S2
Source: OMol25
Level of theory: ωB97M-V/def2-TZVPD

The geometry in XYZ format:
```
17
Properties=species:S:1:pos:R:3:nbo_charge:R:1
S -3.671 -1.658 -2.675 -0.307
S -0.289 0.183 0.806 -0.039
C 1.188 0.189 1.873 -0.625
C 2.057 1.254 1.411 -0.049
C 3.289 0.849 0.819 0.546
N 3.929 1.773 0.010 -0.817
O 3.808 -0.250 0.945 -0.543
H -3.412 -2.964 -2.809 0.147
H 0.835 0.274 2.914 0.237
H 1.611 -0.789 1.631 0.270
H 1.630 2.206 1.127 0.226
H -2.339 -2.257 -1.304 0.168
H 4.848 1.420 -0.251 0.400
H 3.413 2.231 -0.720 0.396
H -4.608 0.391 -0.587 0.467
H -3.369 -0.494 -0.837 0.467
O -3.900 -0.098 -0.128 -0.943
```

Results
Gap between HOMO and LUMO   5.838 eV
Electronic energy   -30506.4950 eV
Energy relative to the best compared isomer or geometry (same formula, charge and spin)   158.4 kcal/mol
Lowest unoccupied orbital energy   -2.882 eV
Charge   0
F_max   4.32 eV Å⁻¹

=====

3.
Formula: C34H25F5GeN2O2SSm
Source: OMol25
Level of theory: ωB97M-V/def2-TZVPD

The geometry in XYZ format:
```
71
Properties=species:S:1:pos:R:3:lowdin_spin:R:1
Sm 1.456 -0.504 -1.015 5.062
F 1.570 -4.063 3.519 0.000
C 1.570 -3.785 2.228 0.000
C 2.650 -3.168 1.575 0.000
F 3.722 -2.806 2.232 0.000
C 2.539 -2.950 0.213 -0.002
F 3.506 -2.235 -0.358 -0.001
C 1.423 -3.299 -0.550 -0.003
S 1.328 -2.862 -2.246 -0.021
C 0.414 -4.027 0.105 0.000
F -0.655 -4.403 -0.566 0.000
C 0.548 -4.278 1.445 0.000
F -0.459 -4.890 2.063 0.000
N 4.864 2.014 -2.466 0.000
C 3.634 1.845 -1.967 0.000
N 3.131 0.694 -2.322 -0.011
C 4.163 0.051 -3.084 0.000
C 4.142 -1.230 -3.665 0.000
C 5.298 -1.559 -4.368 0.000
C 6.445 -0.687 -4.417 0.000
C 6.406 0.570 -3.862 0.000
C 5.223 0.920 -3.210 0.000
H 5.447 2.865 -2.425 0.000
H 3.119 2.546 -1.317 0.000
H 3.246 -1.850 -3.642 0.000
H 5.354 -2.562 -4.841 0.000
H 7.328 -0.957 -5.021 0.000
H 7.182 1.297 -3.905 0.000
O 2.426 0.948 0.553 -0.007
C 1.432 0.725 1.322 -0.001
O 0.703 -0.340 1.246 -0.007
C 0.889 1.873 2.189 0.000
C -0.549 1.719 2.675 0.000
Ge -1.988 1.159 1.317 0.000
C -2.822 -0.503 2.042 0.000
C -4.206 -0.653 2.238 0.000
C -4.699 -1.779 2.901 0.000
C -3.811 -2.803 3.282 0.000
C -2.418 -2.610 3.145 0.000
C -1.951 -1.455 2.560 0.000
C -1.235 0.950 -0.565 -0.002
C -0.561 2.006 -1.187 0.000
C -0.104 1.947 -2.509 -0.002
C -0.334 0.761 -3.261 -0.001
C -0.962 -0.328 -2.640 -0.003
C -1.388 -0.221 -1.301 -0.002
C -3.461 2.493 1.227 0.000
C -4.184 2.718 0.028 0.000
C -5.416 3.299 0.044 0.000
C -5.935 3.691 1.272 0.000
C -5.197 3.545 2.426 0.000
C -3.906 3.041 2.407 0.000
H 0.991 2.773 1.563 0.000
H 1.620 1.920 3.029 0.000
H -0.781 2.679 3.176 0.000
H -0.505 0.958 3.487 0.000
H -4.809 0.163 1.909 0.000
H -5.754 -1.920 3.113 0.000
H -4.207 -3.675 3.842 0.000
H -1.755 -3.372 3.563 0.000
H -0.869 -1.387 2.471 0.000
H -0.470 2.942 -0.660 0.000
H 0.318 2.835 -2.982 0.000
H -0.047 0.659 -4.323 0.000
H -1.186 -1.257 -3.180 0.000
H -1.889 -1.066 -0.822 0.000
H -3.722 2.292 -0.871 0.000
H -5.956 3.476 -0.863 0.000
H -6.873 4.248 1.282 0.000
H -5.611 3.962 3.369 0.000
H -3.411 2.899 3.355 0.000
```

Results
Gap between HOMO and LUMO (spin up / spin down)   7.271 / 8.277 eV
Electronic energy   -141578.4263 eV
Energy relative to the best compared isomer or geometry (same formula, charge and spin)   0.0 kcal/mol
Lowest unoccupied orbital energy (spin up / spin down)   -3.926 / -2.949 eV
Charge   +1
F_max   2.54 eV Å⁻¹
2S+1   6
Expectation value of S²   8.76

=====

4.
Formula: C32H16F5N4OPtS2Se
Source: OMol25
Level of theory: ωB97M-V/def2-TZVPD

The geometry in XYZ format:
```
62
Properties=species:S:1:pos:R:3:lowdin_spin:R:1
Pt 0.603 -0.049 -0.973 1.430
S 0.052 5.720 -0.996 0.005
C -0.310 7.333 -0.643 0.062
C -0.993 7.474 0.539 0.013
C -1.220 6.244 1.165 0.035
C -0.707 5.168 0.456 0.025
C -0.766 3.782 0.812 0.037
C -0.183 2.791 -0.037 0.047
N -0.212 1.512 0.233 0.150
C -0.814 1.063 1.376 0.008
C -1.410 1.963 2.278 0.019
C -2.024 1.441 3.476 -0.015
C -2.024 0.121 3.738 0.015
C -1.412 -0.810 2.821 -0.002
C -1.368 -2.172 3.045 0.046
C -0.751 -3.037 2.123 0.044
C -0.193 -2.443 0.951 0.083
N -0.227 -1.155 0.728 0.109
C -0.817 -0.315 1.637 0.049
C -0.667 -4.442 2.318 0.183
C -0.088 -5.413 1.464 0.083
C -0.173 -6.690 1.965 0.074
C -0.817 -6.719 3.209 0.250
S -1.313 -5.201 3.744 0.008
C -1.379 3.320 1.977 -0.033
H -0.008 8.117 -1.321 0.002
H -1.312 8.429 0.929 0.000
H -1.741 6.152 2.107 0.001
H 0.316 3.081 -0.953 0.004
H -2.481 2.140 4.165 -0.001
H -2.479 -0.265 4.640 0.001
H -1.817 -2.563 3.952 0.001
H 0.287 -3.054 0.198 0.005
H 0.377 -5.184 0.517 0.001
H 0.205 -7.575 1.476 0.001
H -1.008 -7.596 3.814 0.009
H -1.838 4.018 2.664 -0.002
Se 0.360 -0.242 -4.330 0.026
N -0.390 -0.569 -2.705 0.101
C -1.601 -1.096 -2.904 0.010
C -2.556 -1.447 -1.913 0.002
C -3.741 -1.969 -2.326 0.003
C -4.058 -2.182 -3.709 -0.002
C -3.183 -1.852 -4.683 0.005
C -1.925 -1.285 -4.301 0.001
N -1.006 -0.905 -5.169 0.035
H -2.349 -1.271 -0.867 0.000
H -4.487 -2.229 -1.585 0.000
H -5.019 -2.606 -3.967 0.000
H -3.400 -1.992 -5.733 0.000
F 7.961 0.130 -1.721 0.091
C 6.690 0.250 -1.507 0.232
C 6.203 0.184 -0.183 0.010
F 7.055 0.005 0.798 -0.008
C 4.865 0.301 0.039 0.109
F 4.367 0.239 1.257 0.032
C 3.941 0.507 -1.048 0.152
O 2.711 0.664 -0.847 0.314
C 4.488 0.556 -2.382 0.103
F 3.637 0.716 -3.381 0.028
C 5.822 0.434 -2.609 0.016
F 6.330 0.473 -3.816 -0.006
```

Results
Gap between HOMO and LUMO (spin up / spin down)   6.185 / 3.564 eV
Electronic energy   -145272.3922 eV
Lowest unoccupied orbital energy (spin up / spin down)   -9.231 / -11.560 eV
Charge   +3
F_max   0.41 eV Å⁻¹
2S+1   5
Expectation value of S²   6.10

=====

5.
Formula: C8H16BrFN
Source: OMol25
Level of theory: ωB97M-V/def2-TZVPD

The geometry in XYZ format:
```
27
Properties=species:S:1:pos:R:3:nbo_charge:R:1
F -2.471 -1.167 -0.389 -0.392
C -2.163 -0.822 -1.714 0.048
C -0.900 -1.498 -2.155 -0.447
C 0.395 -1.132 -1.364 -0.404
C 0.271 -0.034 -0.310 -0.281
C 1.596 0.723 -0.152 -0.402
C 1.586 1.672 1.077 -0.439
C 0.239 1.775 1.745 -0.227
N -0.348 0.435 2.067 -0.531
C -0.090 -0.638 1.032 -0.068
Br 1.301 -1.787 1.786 0.056
H -2.100 0.259 -1.805 0.158
H -2.983 -1.132 -2.358 0.196
H -1.056 -2.567 -2.057 0.227
H -0.748 -1.323 -3.211 0.238
H 1.147 -0.810 -2.074 0.231
H 0.794 -2.032 -0.920 0.228
H -0.465 0.717 -0.575 0.227
H 1.753 1.332 -1.034 0.231
H 2.419 0.025 -0.115 0.233
H 2.351 1.348 1.771 0.232
H 1.851 2.665 0.746 0.251
H -0.472 2.343 1.162 0.226
H 0.353 2.306 2.682 0.241
H -1.354 0.494 2.238 0.446
H 0.056 0.111 2.950 0.451
H -0.964 -1.263 0.980 0.269
```

Results
SMILES   FCCC[C@@H]1CCC[NH2+][C@@H]1Br
Gap between HOMO and LUMO   11.369 eV
Electronic energy   -82799.2234 eV
Lowest unoccupied orbital energy   -3.098 eV
Charge   +1
F_max   1.31 eV Å⁻¹

=====

6.
Formula: CH2N4O2
Source: OMol25
Level of theory: ωB97M-V/def2-TZVPD

The geometry in XYZ format:
```
9
Properties=species:S:1:pos:R:3:nbo_charge:R:1
C 0.191 0.142 -0.336 0.549
H 2.054 -1.262 0.444 0.452
H -0.973 2.027 0.311 0.458
N 1.362 0.516 0.091 -0.217
N -0.907 1.000 -0.301 -0.486
N -2.042 0.138 0.091 0.005
N -1.757 -1.024 0.065 0.149
O 2.453 -0.393 -0.072 -0.532
O -0.380 -1.143 -0.294 -0.378
```

Results
SMILES   O/N=c1/[nH]nno1
Gap between HOMO and LUMO   9.819 eV
Electronic energy   -11118.8537 eV
Energy relative to the best compared isomer or geometry (same formula, charge and spin)   109.9 kcal/mol
Lowest unoccupied orbital energy   0.143 eV
Charge   0
F_max   4.93 eV Å⁻¹

=====

- What is the F_max in the second record?
  4.32 eV Å⁻¹

=====

- What is the F_max in the fifth record?
  1.31 eV Å⁻¹

=====

- The highest F_max belongs to which entry?
  CH2N4O2

=====

- Number 1 is which compound?
  C13H30BNO9S3Si